Below is a molecular structure, C12H29AlBO4Si in a non-equilibrium geometry, with properties calculated with the ωB97M-V functional and the def2-TZVPD basis.

CARTESIAN COORDINATES (ANGSTROEM)
C1 3.5516 -2.3883 1.4728
B1 2.2296 -1.8859 0.7745
O1 1.0893 -1.7190 1.5680
C2 2.2551 -1.5389 -0.7669
O2 3.1627 -0.4238 -0.6829
Al1 2.1781 1.0768 -0.7991
C3 2.3730 2.3075 0.7726
C4 1.5003 3.5829 0.7715
C5 0.0235 3.2001 0.9372
C6 1.7324 4.4614 -0.4765
O3 0.6217 0.1647 -0.7054
C7 0.9610 -1.0155 -1.4027
C8 -0.1049 -2.1115 -1.4514
C9 -1.4400 -1.7983 -2.1042
O4 -2.2080 -0.7878 -1.4798
Si1 -3.0651 -0.9771 -0.1006
C10 -3.2449 -2.7845 0.3874
C11 -4.7939 -0.3462 -0.4158
C12 -2.3094 -0.0054 1.2751
H1 4.1432 -1.5157 1.7791
H2 4.1846 -2.9624 0.7855
H3 3.3482 -2.9857 2.3676
H4 0.9737 -0.8337 1.8662
H5 2.6852 -2.3473 -1.3876
H6 2.3668 1.7462 -2.2618
H7 2.1032 1.7046 1.6591
H8 3.4228 2.6072 0.9170
H9 1.7703 4.2060 1.6429
H10 -0.1474 2.7299 1.9126
H11 -0.6319 4.0804 0.8630
H12 -0.2660 2.4785 0.1662
H13 2.1600 5.4374 -0.2169
H14 0.7966 4.6536 -1.0134
H15 2.4114 3.9771 -1.1826
H16 1.2129 -0.7654 -2.4563
H17 -0.2522 -2.5399 -0.4512
H18 0.3330 -2.9089 -2.0761
H19 -1.2801 -1.4947 -3.1459
H20 -2.0368 -2.7243 -2.1227
H21 -2.3917 -3.4133 0.1196
H22 -4.1424 -3.2208 -0.0674
H23 -3.3653 -2.8333 1.4770
H24 -5.2343 -0.8176 -1.2999
H25 -5.4249 -0.5944 0.4508
H26 -4.8123 0.7391 -0.5523
H27 -2.5261 1.0622 1.1703
H28 -2.6931 -0.3419 2.2463
H29 -1.2197 -0.1340 1.2372

Atomic forces in eV per Å
C 0.2 -0.2 0.0
B 0.0 0.0 -0.1
O 0.4 -0.9 -0.1
C 0.1 -0.2 -0.2
O 0.1 -0.1 0.2
Al -0.1 0.1 0.1
C -0.1 0.2 0.0
C 0.0 0.0 0.3
C 0.1 0.2 -0.1
C 0.0 0.0 -0.1
O 0.0 -0.1 -0.3
C -0.1 -0.1 0.1
C 0.2 -0.1 0.1
C 0.0 -0.1 -0.1
O 0.1 -0.1 -0.3
Si -0.2 0.0 0.1
C -0.1 -0.1 0.1
C -0.3 0.0 0.1
C 0.3 0.1 0.3
H -0.1 -0.1 0.0
H 0.0 0.1 0.1
H 0.0 0.0 -0.1
H -0.4 1.1 0.2
H 0.0 0.2 0.0
H 0.0 0.1 0.0
H 0.1 0.1 0.0
H -0.1 -0.1 -0.1
H -0.1 -0.2 -0.1
H 0.0 0.0 -0.1
H 0.1 -0.2 0.0
H -0.1 0.0 0.0
H 0.0 -0.1 0.0
H 0.1 0.0 0.0
H -0.1 0.0 0.1
H -0.1 0.0 0.0
H -0.1 0.2 -0.1
H -0.1 0.0 0.2
H 0.0 0.1 0.1
H 0.1 0.0 -0.1
H 0.0 0.1 0.1
H 0.1 0.0 0.0
H 0.0 -0.1 -0.1
H 0.0 0.0 0.1
H 0.1 0.1 -0.2
H 0.0 -0.1 0.0
H 0.1 -0.1 0.0
H 0.1 0.1 -0.1
H -0.2 0.0 0.0

For the energy above the lowest of the compared OMol25 structures with the same formula, charge and spin, the calculation gives 0.0 kcal/mol. Its electronic energy is -36262.196 eV. As for the molecular weight: 303.24 g/mol. The value obtained for the HOMO-LUMO gap is 0.285 hartree. As for the total charge: -1. The HOMO energy comes out at -4.7627 eV.



Below is a single C7H9BrN2O3S molecule in a non-equilibrium geometry, with properties calculated with the ωB97M-V functional and the def2-TZVPD basis.

CARTESIAN COORDINATES (ANGSTROEM)
C1 -1.1893 1.8076 -1.0721
C2 -0.7967 0.4933 -0.9847
C3 -0.1548 2.1703 1.1381
C4 -0.1149 -2.3361 -0.0652
C5 -0.9271 2.6838 0.0438
C6 0.2158 0.0662 0.1507
C7 -0.3390 -3.4701 0.8949
N1 0.2499 0.9457 1.3243
N2 0.2875 -1.2395 0.6373
O1 -0.1837 -2.3529 -1.2890
O2 1.6917 2.0426 -0.9339
O3 1.6174 -0.1346 -2.1589
S1 1.7352 0.5906 -0.9464
Br1 3.5423 0.0254 0.1247
H1 -1.6317 1.9103 -2.0366
H2 -0.8774 -0.2269 -1.7663
H3 -0.0053 2.8105 1.9574
H4 -0.4445 3.5443 -0.3856
H5 -1.9103 2.9960 0.3038
H6 -1.1821 -4.1899 0.5503
H7 0.5910 -4.0433 0.9822
H8 -0.6112 -2.8945 1.8569
H9 0.4370 -1.1988 1.6744

Atomic forces in eV per Å
C 1.5 -5.8 -0.1
C 0.1 2.0 1.5
C -0.2 4.1 0.7
C 0.4 -0.8 -1.2
C -1.4 0.9 -1.4
C 1.0 2.4 1.0
C -1.8 -0.3 0.5
N -0.7 -6.3 -2.4
N 0.3 1.0 1.1
O -0.3 -0.1 1.5
O 0.7 -1.1 -0.2
O 0.8 -0.3 -0.8
S -1.2 1.7 0.1
Br 0.5 -0.3 0.4
H -0.7 1.4 -0.2
H -0.1 -0.4 -0.3
H 0.7 1.1 0.7
H 0.5 0.9 0.2
H -1.1 0.9 0.7
H 1.5 1.4 0.6
H -0.2 0.1 0.2
H 0.3 -1.8 -1.1
H -0.4 -0.6 -1.6

For the energy above the lowest of the compared OMol25 structures with the same formula, charge and spin, the calculation gives 0.0 kcal/mol. Its electronic energy is -97398.957 eV. As for the molecular weight: 281.13 g/mol. The value obtained for the HOMO-LUMO gap (alpha / beta) is 0.224 / 0.228 hartree. The HOMO energy (alpha / beta) comes out at -6.3474 / -9.5832 eV. The spin multiplicity is 3.



Below is a molecular structure, C8H22CsN2O6S in a non-equilibrium geometry, with properties calculated with the ωB97M-V functional and the def2-TZVPD basis.

CARTESIAN COORDINATES (ANGSTROEM)
Cs1 -21.4662 -0.7594 -10.4880
S1 -23.7435 -1.3611 -13.0391
O1 -23.1327 0.0162 -13.1153
O2 -24.0613 -1.6302 -11.6086
O3 -24.9829 -1.3579 -13.8483
O4 -22.8081 -2.3647 -13.5674
C1 -21.6835 2.8669 -8.4436
C2 -20.3797 2.9451 -7.6545
C3 -19.2442 2.1504 -8.3118
O5 -19.5613 0.7885 -8.2613
C4 -18.5230 -0.0571 -8.7332
N1 -19.9611 4.3275 -7.5899
H1 -22.1019 1.8611 -8.4834
H2 -21.6206 3.3227 -9.4275
H3 -22.4244 3.4011 -7.8360
H4 -20.5125 2.5254 -6.6477
H5 -18.3281 2.3622 -7.7430
H6 -19.0921 2.5895 -9.3038
H7 -19.0536 -0.9418 -9.0856
H8 -17.8194 -0.2860 -7.9334
H9 -18.0065 0.2742 -9.6389
H10 -20.6720 4.9407 -7.2082
H11 -19.1342 4.5282 -7.0408
C5 -17.5825 2.5444 -12.3636
C6 -18.8331 1.9456 -13.0086
C7 -18.5793 0.6399 -13.7578
O6 -17.6148 0.7581 -14.7696
C8 -17.5265 -0.3662 -15.5794
N2 -19.7530 1.5493 -11.9126
H12 -17.0027 1.8395 -11.7528
H13 -17.8890 3.2762 -11.6130
H14 -16.8844 2.8810 -13.1305
H15 -19.2708 2.6811 -13.6888
H16 -19.5391 0.2363 -14.0968
H17 -18.1758 -0.0344 -12.9856
H18 -18.4533 -0.5931 -16.1236
H19 -17.2406 -1.2720 -15.0280
H20 -16.7802 -0.2138 -16.3616
H21 -19.9954 2.3989 -11.3989
H22 -20.6515 1.3978 -12.3885

Atomic forces in eV per Å
Cs -1.1 -0.3 -0.8
S -1.7 0.9 -1.5
O 1.0 0.1 0.6
O 0.5 -0.2 1.0
O 0.3 -0.1 0.5
O 1.0 -0.3 0.4
C -0.4 0.0 1.2
C 0.4 -0.5 -0.1
C -0.2 1.1 0.8
O 0.3 0.1 -0.7
C -0.7 -0.4 -0.4
N 0.1 1.1 -0.1
H 0.3 -0.1 -0.2
H 0.1 0.0 -0.1
H -0.1 0.2 -0.4
H -0.3 -0.2 -0.1
H 0.1 -0.2 0.0
H 0.0 -0.5 -0.3
H 0.4 -0.4 0.5
H 0.1 -0.1 0.0
H 0.0 0.6 0.2
H -0.2 -0.2 -0.2
H 0.1 -0.5 0.0
C 0.2 -0.6 0.1
C 0.6 -0.4 0.5
C 0.3 -0.2 0.9
O -0.1 0.9 -0.2
C 0.0 -0.9 -0.8
N -1.0 0.8 -0.7
H -0.3 -0.4 -0.3
H 0.2 0.6 -0.5
H -0.2 0.5 0.2
H -0.1 0.1 0.0
H 0.1 0.0 -0.3
H -0.2 -0.2 -0.1
H -0.2 0.1 0.3
H 0.0 0.1 0.2
H 0.2 0.3 0.2
H 0.4 -0.1 0.2
H 0.0 -0.5 0.1

For the energy above the lowest of the compared OMol25 structures with the same formula, charge and spin, the calculation gives 19.9 kcal/mol. Its electronic energy is -35301.854 eV. As for the molecular weight: 407.24 g/mol. The value obtained for the HOMO-LUMO gap is 0.171 hartree. As for the total charge: -1. The HOMO energy comes out at -3.0798 eV.



Below is a molecular structure, C29H23Cl2N4O2ReSeTe in a non-equilibrium geometry, with properties calculated with the ωB97M-V functional and the def2-TZVPD basis.

CARTESIAN COORDINATES (ANGSTROEM)
Re1 0.3163 1.3091 -0.5024
Te1 -0.9598 1.0751 -2.8116
C1 -0.9568 -0.8822 -3.5639
C2 -0.9067 -0.9808 -4.9463
C3 -0.9818 -2.2327 -5.5446
C4 -1.1117 -3.3735 -4.7652
C5 -1.1533 -3.2649 -3.3811
C6 -1.0763 -2.0171 -2.7738
H1 -0.8057 -0.0934 -5.5604
H2 -0.9336 -2.3137 -6.6225
H3 -1.1857 -4.3467 -5.2370
H4 -1.2520 -4.1575 -2.7716
H5 -1.1204 -1.9301 -1.7014
Cl1 0.2478 3.6753 -1.1966
C7 -1.4456 4.1474 -0.9591
C8 -1.9381 5.1163 -1.7950
C9 -3.2570 5.5012 -1.6166
C10 -3.9895 4.9469 -0.5884
C11 -3.4382 3.9982 0.2736
Cl2 -4.4165 3.5649 1.6225
C12 -2.1454 3.5222 0.0667
N1 -1.3863 2.5229 0.7952
C13 -1.9177 1.6580 1.8304
C14 -2.9510 0.7902 1.5300
C15 -3.4471 -0.0509 2.5099
C16 -2.8818 -0.0341 3.7784
C17 -1.8023 0.7978 4.0435
C18 -1.2939 1.6543 3.0716
C19 -0.0334 2.4754 3.3388
C20 1.0957 1.8249 2.5539
O1 1.7969 1.0015 3.1146
O2 1.1570 2.1423 1.2729
H6 -1.3141 5.5565 -2.5626
H7 -3.7003 6.2450 -2.2679
H8 -5.0094 5.2622 -0.4115
H9 -0.5506 2.9784 1.1520
H10 -3.3743 0.7886 0.5280
H11 -4.2737 -0.7154 2.2851
H12 -3.2678 -0.6809 4.5568
H13 -1.3385 0.7871 5.0223
H14 0.2249 2.4282 4.3912
H15 -0.1640 3.5223 3.0575
C21 1.3304 -3.4858 -0.8888
N2 2.0056 -2.7214 0.1648
C22 1.5439 -1.6259 0.7821
Se1 -0.1980 -0.9078 0.5324
N3 2.4744 -1.1664 1.5953
C23 3.6102 -1.9701 1.5103
C24 4.8387 -1.9126 2.1623
C25 5.7490 -2.8978 1.8428
C26 5.4447 -3.9074 0.9100
C27 4.2244 -3.9599 0.2694
C28 3.3135 -2.9617 0.5971
H16 0.2578 -3.3843 -0.7804
H17 1.5979 -4.5343 -0.7875
H18 1.6323 -3.1189 -1.8683
H19 2.3522 -0.3471 2.2049
H20 5.0603 -1.1337 2.8830
H21 6.7227 -2.8970 2.3189
H22 6.1892 -4.6615 0.6898
H23 3.9966 -4.7357 -0.4528
N4 2.8681 -0.2431 -1.6217
C29 1.9277 0.3542 -1.2791

Atomic forces in eV per Å
Re -0.4 -0.8 0.9
Te 0.0 0.1 0.3
C 0.0 0.0 0.2
C 0.0 -0.2 -0.2
C 0.0 0.0 0.0
C 0.0 0.0 0.0
C 0.0 0.0 0.0
C -0.1 -0.1 -0.3
H 0.0 0.0 0.0
H 0.0 0.0 0.0
H 0.0 0.1 0.0
H 0.0 0.1 0.0
H -0.1 0.0 0.0
Cl 0.3 0.8 -0.3
C 0.2 -0.1 -0.2
C 0.1 0.1 -0.1
C -0.1 0.1 0.0
C 0.0 0.0 0.0
C -0.1 0.1 0.0
Cl 0.0 -0.2 0.1
C 0.2 -0.4 0.3
N -0.1 0.0 -0.6
C -0.1 0.3 -0.3
C -0.2 0.0 -0.2
C 0.0 -0.1 0.1
C 0.1 0.0 0.0
C 0.0 0.0 0.0
C 0.2 0.1 0.2
C -0.3 -0.1 -0.1
C -0.2 -0.2 -0.2
O 0.2 0.1 -0.3
O 0.3 -0.4 0.1
H 0.0 -0.1 0.0
H 0.0 -0.1 0.1
H 0.1 0.0 0.0
H 0.0 0.2 0.3
H 0.0 0.0 0.1
H 0.1 0.1 0.0
H 0.0 0.0 0.0
H 0.0 0.0 0.0
H -0.1 0.0 0.1
H 0.0 0.0 0.0
C 0.3 0.1 0.2
N -0.1 -0.4 -0.3
C 0.0 -0.4 -0.4
Se 0.1 0.2 0.3
N 0.6 0.0 0.4
C -0.2 0.4 0.2
C 0.0 0.1 0.1
C 0.0 0.0 0.0
C 0.0 0.0 0.0
C 0.0 -0.1 -0.1
C -0.4 -0.1 -0.3
H 0.0 0.0 0.1
H 0.0 0.0 0.0
H 0.0 0.1 0.0
H -0.1 0.3 0.0
H 0.0 -0.1 -0.1
H -0.1 0.0 0.0
H 0.0 0.0 0.0
H 0.0 0.1 0.1
N -0.7 0.4 0.2
C 0.8 0.0 -0.3

For the energy above the lowest of the compared OMol25 structures with the same formula, charge and spin, the calculation gives 0.0 kcal/mol. Its electronic energy is -140311.135 eV. As for the molecular weight: 923.20 g/mol. The value obtained for the HOMO-LUMO gap (alpha / beta) is 0.263 / 0.218 hartree. As for the total charge: +1. The HOMO energy (alpha / beta) comes out at -10.5915 / -10.7194 eV. The spin multiplicity is 4.



Q: Which of these has the lowest electronic energy?
A: C29H23Cl2N4O2ReSeTe



Q: What is the formula in the fourth record?
A: C29H23Cl2N4O2ReSeTe



Q: molecular weight of number 4 (C29H23Cl2N4O2ReSeTe)?
A: 923.20 g/mol



Q: Which of these has the lowest electronic energy?
A: C29H23Cl2N4O2ReSeTe